Below is a structure of composition C43H44Cl5NOReSi3, with properties calculated with ωB97M-V/def2-TZVPD.

Summary:
Orbital gap: 7.853 eV
Spin multiplicity: 1
Energy: -5042.5423 Eh
HOMO: -10.30 eV
M: 1038.6 Da
Charge: +1

Each line ends with the Löwdin charge.
Atoms and positions in Å:
1 Re -0.32 -0.20 0.99  1.0519
2 Cl 5.45 -4.44 0.00  0.7372
3 C 4.06 -3.49 -0.27  -0.6995
4 C 3.47 -2.79 0.77  -0.6884
5 Cl 4.07 -2.92 2.37  0.7426
6 C 2.37 -1.99 0.52  -0.4929
7 Cl 1.50 -1.35 1.90  0.8553
8 C 1.84 -1.81 -0.76  -0.3493
9 O 0.85 -0.86 -0.98  -0.2733
10 C 2.31 -2.68 -1.75  -0.5644
11 Cl 1.44 -2.93 -3.21  0.8660
12 C 3.44 -3.47 -1.52  -0.6802
13 Cl 4.06 -4.45 -2.78  0.7392
14 C -4.57 1.34 -0.96  -0.0306
15 C -3.80 2.22 -0.22  -0.0231
16 C -2.59 1.78 0.31  -0.1155
17 N -2.13 0.54 0.13  -0.0968
18 C -2.90 -0.32 -0.56  -0.1206
19 C -4.11 0.04 -1.12  -0.0287
20 H -5.51 1.65 -1.38  0.1185
21 H -4.11 3.24 -0.04  0.1182
22 H -1.99 2.43 0.92  0.1054
23 H -2.53 -1.33 -0.67  0.0897
24 H -4.68 -0.70 -1.67  0.1154
25 C -1.88 1.74 4.28  -0.1767
26 Si -1.48 -0.10 4.29  0.4106
27 C 0.20 -0.42 5.08  -0.1766
28 C -2.79 -0.92 5.37  -0.1771
29 C -1.65 -0.76 2.55  -0.5164
30 Si -1.74 -2.63 2.32  0.4049
31 C -3.55 -3.13 2.31  -0.1667
32 C -1.02 -3.15 0.61  -0.1831
33 C -0.81 -3.65 3.58  -0.1748
34 H -1.38 2.28 5.08  0.0336
35 H -2.95 1.89 4.42  0.0353
36 H -1.59 2.21 3.34  0.0018
37 H 0.28 0.16 6.00  0.0399
38 H 1.04 -0.13 4.44  -0.0027
39 H 0.32 -1.47 5.34  0.0254
40 H -2.80 -0.48 6.37  0.0370
41 H -2.63 -1.99 5.49  0.0158
42 H -3.78 -0.77 4.95  0.0357
43 H -2.66 -0.43 2.29  0.0128
44 H -4.15 -2.44 1.73  0.0278
45 H -3.94 -3.13 3.33  0.0330
46 H -3.69 -4.13 1.90  0.0359
47 H -1.78 -3.73 0.08  0.0481
48 H -0.16 -3.79 0.77  0.0445
49 H -0.70 -2.40 -0.12  -0.0344
50 H -1.28 -3.59 4.57  0.0273
51 H 0.23 -3.36 3.68  0.0133
52 H -0.83 -4.70 3.28  0.0417
53 C 5.02 0.09 -4.26  -0.0653
54 C 3.95 -0.24 -5.08  -0.0630
55 C 2.66 -0.29 -4.55  -0.1270
56 C 2.42 0.00 -3.21  -0.3022
57 C 3.51 0.35 -2.41  -0.0862
58 C 4.80 0.39 -2.92  -0.0622
59 Si 0.72 0.13 -2.45  0.7191
60 C -0.86 -0.53 -3.21  -0.2276
61 C -1.61 0.29 -4.05  -0.0698
62 C -2.81 -0.13 -4.61  -0.0658
63 C -3.30 -1.39 -4.31  -0.0765
64 C -2.60 -2.22 -3.45  -0.0784
65 C -1.40 -1.79 -2.91  -0.1728
66 C 0.51 2.01 -2.43  -0.2192
67 C 0.00 2.89 -1.49  -0.1004
68 C -0.13 4.25 -1.74  -0.0648
69 C 0.24 4.76 -2.97  -0.0685
70 C 0.75 3.90 -3.94  -0.0618
71 C 0.89 2.55 -3.66  -0.1052
72 H 6.02 0.13 -4.66  0.1097
73 H 4.11 -0.46 -6.12  0.1104
74 H 1.84 -0.57 -5.20  0.1089
75 H 3.36 0.61 -1.36  0.1016
76 H 5.63 0.65 -2.28  0.1091
77 H -1.26 1.29 -4.29  0.0964
78 H -3.35 0.53 -5.27  0.1104
79 H -4.23 -1.72 -4.75  0.1114
80 H -2.98 -3.20 -3.21  0.1128
81 H -0.88 -2.46 -2.24  0.0484
82 H -0.29 2.51 -0.52  0.0401
83 H -0.51 4.90 -0.97  0.1091
84 H 0.14 5.82 -3.18  0.1094
85 H 1.05 4.29 -4.90  0.1108
86 H 1.32 1.93 -4.43  0.0970
87 C 0.45 1.25 1.49  -0.2558
88 C 1.42 2.20 1.98  -0.2790
89 C 1.40 2.60 3.32  -0.0340
90 C 2.39 3.43 3.82  -0.0546
91 C 3.40 3.88 2.98  -0.0624
92 C 3.43 3.49 1.65  -0.0628
93 C 2.45 2.65 1.15  -0.0358
94 H 0.61 2.26 3.97  0.0757
95 H 2.37 3.74 4.85  0.1118
96 H 4.18 4.53 3.37  0.1105
97 H 4.22 3.84 1.00  0.1101
98 H 2.47 2.35 0.11  0.0963

Below is a structure of composition C26H60B2MgO12S5, with properties calculated with ωB97M-V/def2-TZVPD.

Summary:
<S²>: 0.76
Orbital gap (alpha / beta): 6.902 / 2.945 eV
Spin multiplicity: 2
Energy: -4169.7301 Eh
HOMO (alpha / beta): -11.13 / -11.13 eV
M: 771.0 Da
Charge: +1

Each line ends with the Löwdin charge.
Atoms and positions in Å:
1 Mg -10.75 16.17 7.82  0.2930
2 B -9.48 17.72 7.74  -0.4102
3 H -9.13 18.73 7.87  0.0048
4 H -9.83 17.44 8.73  -0.0185
5 H -10.33 17.77 7.09  -0.0226
6 H -8.71 17.03 7.40  -0.0034
7 B -10.48 14.64 9.13  -0.3488
8 H -10.19 13.65 9.44  0.0065
9 H -9.66 15.12 8.62  -0.0392
10 H -11.35 14.72 8.49  -0.0357
11 H -10.72 15.26 9.99  -0.0178
12 C -8.59 19.22 11.42  -0.0162
13 C -7.32 18.43 11.56  -0.4858
14 O -6.29 19.00 11.83  0.0590
15 C -7.32 16.92 11.24  0.0004
16 H -8.94 19.53 12.40  0.0900
17 H -9.40 18.57 11.12  0.0685
18 H -8.47 20.13 10.82  0.0900
19 H -6.30 16.54 11.15  0.0778
20 H -7.80 16.83 10.26  0.0701
21 H -7.83 16.33 11.99  0.0879
22 C -9.74 19.45 4.92  0.0822
23 C -10.94 18.60 4.56  -0.2568
24 O -10.80 17.39 4.56  0.3182
25 C -12.26 19.28 4.12  0.1043
26 H -9.35 20.16 4.19  0.1325
27 H -8.96 18.71 5.07  0.0823
28 H -9.98 19.91 5.88  0.1238
29 H -12.69 19.66 5.05  0.1099
30 H -12.92 18.46 3.85  0.0790
31 H -12.20 19.96 3.27  0.1249
32 C -5.37 18.53 8.34  -0.2005
33 C -3.98 19.14 8.11  -0.2072
34 C -3.67 18.82 6.64  -0.1854
35 S -5.30 19.09 5.67  0.7278
36 O -5.50 18.01 4.68  -0.3717
37 O -5.40 20.49 5.33  -0.3374
38 C -6.32 18.70 7.15  -0.2199
39 H -5.73 19.12 9.18  0.1012
40 H -5.38 17.52 8.75  0.1159
41 H -3.27 18.62 8.75  0.1170
42 H -3.77 20.18 8.36  0.1196
43 H -3.52 17.74 6.62  0.0969
44 H -2.85 19.39 6.20  0.1023
45 H -6.93 17.83 6.90  0.0444
46 H -7.06 19.50 7.24  0.0907
47 C -14.79 15.44 11.05  -0.1956
48 C -15.41 16.14 9.81  -0.1837
49 C -14.71 17.51 9.66  -0.1843
50 S -12.92 17.37 10.24  0.8380
51 O -12.68 18.44 11.20  -0.3128
52 O -12.07 17.07 9.04  -0.4105
53 C -13.25 15.65 11.02  -0.1497
54 H -15.05 14.39 10.96  0.1156
55 H -15.28 15.87 11.93  0.1137
56 H -16.50 16.20 9.83  0.1224
57 H -15.20 15.55 8.92  0.0788
58 H -15.06 18.19 10.43  0.0890
59 H -14.74 17.99 8.68  0.0792
60 H -12.72 15.60 11.97  0.1099
61 H -12.97 14.88 10.31  0.0856
62 C -6.48 15.05 5.71  -0.1563
63 C -6.74 13.52 5.80  -0.1827
64 C -8.22 13.34 6.15  -0.1878
65 S -9.17 14.57 5.24  0.7355
66 O -10.00 15.26 6.19  -0.3812
67 O -9.74 14.02 4.02  -0.2978
68 C -7.74 15.65 4.91  -0.1766
69 H -5.55 15.22 5.17  0.1121
70 H -6.48 15.46 6.71  0.1068
71 H -6.12 13.03 6.55  0.1208
72 H -6.55 12.99 4.86  0.1196
73 H -8.63 13.44 7.16  0.1013
74 H -8.62 12.40 5.77  0.1077
75 H -7.98 16.71 4.99  0.0655
76 H -7.51 15.48 3.85  0.1042
77 C -14.22 14.15 4.08  -0.1827
78 C -13.99 13.31 5.36  -0.1940
79 C -14.29 14.21 6.59  -0.1437
80 S -13.63 15.94 6.07  0.8000
81 O -12.30 16.11 6.67  -0.3819
82 O -14.68 16.93 6.11  -0.2999
83 C -13.31 15.42 4.28  -0.1782
84 H -15.28 14.41 3.97  0.1155
85 H -13.93 13.68 3.14  0.1206
86 H -12.94 13.04 5.28  0.1110
87 H -14.43 12.31 5.39  0.1221
88 H -13.94 13.95 7.59  0.0974
89 H -15.36 14.37 6.66  0.0959
90 H -12.26 15.15 4.24  0.0724
91 H -13.45 16.20 3.54  0.0924
92 C -11.81 21.49 10.82  -0.2341
93 C -13.23 22.12 10.92  -0.1718
94 C -14.11 21.39 9.85  -0.2113
95 S -13.09 21.25 8.34  0.7251
96 O -13.28 22.48 7.59  -0.3371
97 O -13.22 19.90 7.80  -0.3738
98 C -11.44 21.33 9.37  -0.1635
99 H -11.79 20.60 11.46  0.0867
100 H -11.04 22.10 11.30  0.1170
101 H -13.18 23.20 10.81  0.1144
102 H -13.75 21.92 11.86  0.1132
103 H -15.08 21.78 9.56  0.1068
104 H -14.27 20.36 10.16  0.0648
105 H -11.05 22.27 8.98  0.0976
106 H -10.87 20.42 9.21  0.0878

Below is a structure of composition C47H38Cl2N4OPSTc, with properties calculated with ωB97M-V/def2-TZVPD.

Summary:
<S²>: 3.86
Orbital gap (alpha / beta): 5.687 / 4.309 eV
Spin multiplicity: 4
Energy: -3847.8549 Eh
HOMO (alpha / beta): -15.52 / -15.52 eV
Energy above the lowest of the compared OMol25 structures with the same formula, charge and spin: 0.0 kJ/mol
M: 906.8 Da
Charge: +3

Each line ends with the Löwdin charge.
Atoms and positions in Å:
1 Tc 0.52 0.58 0.39  1.2211
2 N 8.76 0.81 -5.83  0.2123
3 C 7.84 0.74 -5.15  -0.1532
4 C 6.69 0.66 -4.29  -0.1926
5 C 6.24 -0.58 -3.84  0.0162
6 C 5.14 -0.66 -3.01  -0.0146
7 C 4.46 0.50 -2.64  -0.2163
8 C 4.90 1.74 -3.10  -0.0112
9 C 6.02 1.82 -3.92  0.0162
10 C 3.28 0.42 -1.74  -0.0204
11 C 3.48 0.00 -0.43  -0.1606
12 C 4.72 -0.47 0.15  0.0632
13 C 4.44 -0.87 1.41  0.0289
14 C 3.06 -0.62 1.62  -0.0767
15 N 2.47 -0.09 0.54  -0.1136
16 C 2.03 0.77 -2.27  -0.1491
17 C 1.79 1.16 -3.63  0.0650
18 C 0.46 1.40 -3.76  0.0245
19 C -0.12 1.16 -2.49  -0.1091
20 N 0.80 0.78 -1.58  -0.0974
21 H 6.76 -1.48 -4.15  0.1376
22 H 4.79 -1.63 -2.67  0.1308
23 H 4.39 2.65 -2.81  0.1310
24 H 6.37 2.78 -4.27  0.1375
25 H 5.67 -0.49 -0.36  0.1397
26 H 5.13 -1.28 2.14  0.1357
27 H 2.49 -0.82 2.52  0.1082
28 H 2.54 1.22 -4.40  0.1420
29 H -0.07 1.70 -4.65  0.1374
30 H -1.15 1.26 -2.20  0.0895
31 Cl 0.69 1.18 2.76  0.7662
32 C -0.36 2.61 3.08  -0.5502
33 C -0.13 3.29 4.25  -0.0666
34 C -0.92 4.40 4.51  -0.0137
35 C -1.90 4.79 3.60  -0.0184
36 C -2.10 4.07 2.43  -0.0407
37 C -1.32 2.94 2.15  -0.3862
38 P -1.57 1.97 0.64  1.0017
39 C -3.04 0.97 0.92  -0.3844
40 C -3.61 0.86 2.19  -0.0839
41 C -4.71 0.03 2.38  -0.0425
42 C -5.23 -0.69 1.31  -0.0294
43 C -4.66 -0.58 0.04  -0.0302
44 C -3.56 0.24 -0.15  -0.0994
45 C -1.93 3.18 -0.64  -0.4007
46 C -3.23 3.46 -1.05  -0.0673
47 C -3.47 4.45 -1.98  -0.0348
48 C -2.41 5.18 -2.51  -0.0330
49 C -1.10 4.92 -2.10  -0.0483
50 C -0.86 3.92 -1.17  -0.1195
51 H 0.65 2.98 4.95  0.1248
52 H -0.76 4.97 5.41  0.1324
53 H -2.50 5.66 3.80  0.1298
54 H -2.86 4.39 1.72  0.1249
55 H -3.22 1.43 3.03  0.1115
56 H -5.17 -0.04 3.35  0.1223
57 H -6.09 -1.32 1.46  0.1232
58 H -5.07 -1.13 -0.79  0.1053
59 H -3.13 0.33 -1.14  0.0836
60 H -4.07 2.90 -0.64  0.1132
61 H -4.48 4.67 -2.30  0.1236
62 H -2.60 5.96 -3.24  0.1246
63 H -0.28 5.50 -2.50  0.1199
64 H 0.16 3.73 -0.84  0.1031
65 Cl 0.84 -4.91 -0.39  0.7807
66 C 0.09 -3.64 0.49  -0.6365
67 C -0.88 -3.89 1.44  -0.0155
68 C -1.47 -2.81 2.09  0.0095
69 C -1.06 -1.53 1.78  -0.1118
70 N -0.11 -1.31 0.86  -0.1243
71 C 0.46 -2.34 0.22  -0.1794
72 H -1.17 -4.91 1.67  0.1361
73 H -2.23 -2.96 2.84  0.1337
74 H -1.51 -0.67 2.25  0.0829
75 H 1.19 -2.12 -0.54  0.1109
76 C -7.55 -3.18 -3.66  -0.0257
77 C -6.12 -2.76 -3.45  -0.2444
78 C -5.25 -3.55 -2.69  -0.0166
79 C -3.93 -3.18 -2.51  -0.0733
80 C -3.47 -2.01 -3.10  -0.4315
81 C -4.32 -1.20 -3.84  -0.0798
82 C -5.64 -1.58 -4.01  -0.0184
83 S -1.78 -1.51 -2.92  0.9136
84 C -0.98 -2.82 -3.84  -0.2028
85 O -1.37 -1.69 -1.48  -0.5435
86 H -7.72 -4.21 -3.35  0.0861
87 H -7.84 -3.08 -4.71  0.0950
88 H -8.22 -2.54 -3.08  0.0960
89 H -5.62 -4.47 -2.25  0.1251
90 H -3.27 -3.80 -1.92  0.1167
91 H -3.96 -0.28 -4.28  0.1106
92 H -6.31 -0.96 -4.60  0.1285
93 H -1.30 -3.79 -3.44  0.0660
94 H 0.09 -2.70 -3.73  0.0543
95 H -1.27 -2.73 -4.89  0.0752

Below is a structure of composition C2F3O3S, with properties calculated with ωB97M-V/def2-TZVPD.

Summary:
Orbital gap: 8.515 eV
Spin multiplicity: 1
Energy: -999.6834 Eh
HOMO: -4.40 eV
Energy above the lowest of the compared OMol25 structures with the same formula, charge and spin: 191.8 kJ/mol
M: 161.1 Da
Charge: -1

Each line ends with the Löwdin charge.
Atoms and positions in Å:
1 C -0.27 0.70 0.55  -0.2689
2 C -1.09 -0.27 0.20  -0.4379
3 O 1.68 -1.19 0.74  -0.3211
4 O 2.18 0.91 -0.44  -0.3190
5 O 0.47 -0.63 -1.25  -0.3392
6 F -0.41 1.91 0.01  0.0204
7 F -2.30 0.07 -0.36  0.0790
8 F -1.15 -1.46 0.69  0.1682
9 S 1.30 -0.17 -0.17  0.4186

Below is a structure of composition C17H18N8O5, with properties calculated with ωB97M-V/def2-TZVPD.

Summary:
Orbital gap: 7.268 eV
Spin multiplicity: 1
Energy: -1472.4947 Eh
HOMO: -8.09 eV
M: 414.4 Da

Each line ends with the Löwdin charge.
Atoms and positions in Å:
1 O -3.22 -4.16 -4.67  0.0505
2 N -2.95 -4.45 -3.48  -0.3325
3 O -3.66 -5.21 -2.80  0.0345
4 C -1.80 -3.83 -2.83  -0.0963
5 C -1.54 -4.07 -1.46  0.0992
6 C -0.55 -3.32 -0.79  -0.1249
7 N -0.08 -3.89 0.44  -0.3278
8 O -0.66 -4.90 0.89  0.0275
9 O 0.94 -3.39 1.01  0.0196
10 C 0.24 -2.24 -1.38  -0.0089
11 C 0.00 -2.10 -2.80  -0.1974
12 N 0.80 -1.45 -3.69  0.1828
13 O 0.31 -1.93 -4.96  -0.0877
14 N -0.74 -2.79 -4.86  0.1574
15 C -0.97 -2.88 -3.50  -0.1546
16 H -2.03 -4.89 -0.97  0.1279
17 H 1.31 -2.17 -1.07  0.1248
18 C 4.06 0.72 1.39  -0.0444
19 N 2.81 1.43 1.54  -0.1454
20 C 2.94 2.78 2.02  -0.1463
21 C 1.63 3.34 2.55  -0.1234
22 N 0.47 2.90 1.80  -0.0723
23 C -0.68 3.76 1.82  -0.1241
24 C -2.00 3.02 1.59  -0.1446
25 N -1.86 1.95 0.64  -0.1483
26 C -3.10 1.47 0.08  -0.0445
27 C -0.70 1.25 0.47  -0.1179
28 C -0.64 0.07 -0.29  -0.0282
29 N 0.44 -0.69 -0.32  0.0127
30 C 1.55 -0.31 0.35  -0.0143
31 C 1.64 0.93 1.01  -0.1129
32 C 0.47 1.73 1.12  -0.0715
33 H 3.91 -0.35 1.55  0.0858
34 H 4.51 0.86 0.40  0.1034
35 H 4.76 1.10 2.15  0.0903
36 H 3.66 2.76 2.85  0.1246
37 H 3.33 3.46 1.24  0.1315
38 H 1.52 3.05 3.62  0.1385
39 H 1.65 4.44 2.51  0.1282
40 H -0.71 4.26 2.81  0.1281
41 H -0.58 4.56 1.05  0.1382
42 H -2.38 2.67 2.56  0.1320
43 H -2.72 3.74 1.17  0.1247
44 H -2.94 1.11 -0.94  0.0842
45 H -3.54 0.65 0.67  0.1056
46 H -3.81 2.31 0.05  0.0909
47 H -1.48 -0.28 -0.87  0.1149
48 H 2.37 -1.01 0.35  0.1104

Below is a structure of composition C12H13AlBrO2, with properties calculated with ωB97M-V/def2-TZVPD.

Summary:
Orbital gap: 7.370 eV
Spin multiplicity: 1
Energy: -3432.0781 Eh
HOMO: -4.29 eV
Energy above the lowest of the compared OMol25 structures with the same formula, charge and spin: 123.4 kJ/mol
M: 296.1 Da
Charge: -1

Each line ends with the Löwdin charge.
Atoms and positions in Å:
1 C 0.70 1.26 -0.82  -0.2276
2 C -0.05 1.75 0.43  -0.1349
3 C 0.65 1.38 1.56  -0.1295
4 H -0.93 2.40 0.33  0.1072
5 C 1.79 0.60 1.13  -0.1344
6 C 1.88 0.58 -0.26  -0.1400
7 H 2.74 0.32 -0.84  0.0795
8 H 0.74 1.96 -1.65  0.0935
9 H 0.36 1.60 2.60  0.0933
10 H 2.39 0.10 1.87  0.0750
11 Al -0.45 -0.25 -1.88  0.4806
12 Br -2.74 -1.35 -2.93  0.0438
13 C 0.41 -1.55 -3.92  -0.2342
14 C 1.73 -1.20 -3.52  -0.1699
15 C 1.89 0.20 -3.73  -0.1920
16 H 2.49 -1.89 -3.16  0.0923
17 C 0.66 0.72 -4.21  -0.1926
18 C -0.25 -0.37 -4.40  -0.2930
19 H -1.22 -0.22 -4.87  0.0505
20 H 0.02 -2.57 -3.83  0.0808
21 H 2.83 0.75 -3.62  0.0895
22 H 0.44 1.76 -4.48  0.0928
23 C -2.54 -0.47 1.38  0.0152
24 C -1.53 -0.34 0.32  -0.6625
25 O -0.47 -1.04 0.18  -0.0080
26 O -1.85 0.53 -0.61  -0.1588
27 H -2.19 -0.59 2.40  0.0826
28 H -3.10 -1.38 1.08  0.1061
29 H -3.19 0.40 1.25  0.0946

Below is a cluster of 2 separate species, C4H7NO in total, with properties calculated with ωB97M-V/def2-TZVPD.

Summary:
Orbital gap: 9.585 eV
Spin multiplicity: 1
Energy: -286.5277 Eh
HOMO: -8.72 eV
Energy above the lowest of the compared OMol25 structures with the same formula, charge and spin: 272.8 kJ/mol
M: 85.1 Da

Each line ends with the Löwdin charge.
Atoms and positions in Å:
1 C 2.00 -0.34 0.34  0.0604
2 C 0.68 -0.24 0.47  -0.4896
3 N 0.00 0.96 0.77  0.1227
4 C -1.19 0.80 0.36  -0.1302
5 C -1.46 -0.60 -0.12  -0.1632
6 O -0.21 -1.23 0.12  -0.0344
7 H 2.62 0.50 0.61  0.0651
8 H 2.44 -1.23 -0.10  0.0666
9 H -1.91 1.61 0.34  0.1193
10 H -1.70 -0.65 -1.19  0.1212
11 H -2.25 -1.10 0.44  0.1259
12 H 0.79 0.74 -1.79  0.0689
13 H 0.14 1.08 -1.88  0.0675